The following is a DFT calculation (wB97M-V/def2-TZVPD) of C6H14O2 as an isolated structure.

Cartesian coordinates (Å):
C 1.114 0.434 1.431
C 0.015 0.082 0.421
C 0.351 -0.653 -0.874
C -3.614 1.103 0.427
C -2.432 0.606 -0.322
C -1.244 0.642 0.408
H 1.300 -0.554 1.931
H 2.021 0.651 0.897
H 0.894 1.111 2.218
H 1.180 -0.238 -1.398
H 0.400 -1.758 -0.698
H -4.446 0.374 0.505
H -4.002 2.108 0.195
H -3.280 1.151 1.483
H -2.506 0.859 -1.343
H -1.385 1.160 1.371
H -0.561 -0.597 -1.436
H 3.300 -1.054 -2.742
O 2.653 -1.356 -2.112
H 3.025 -1.193 -1.068
H 4.005 -1.658 0.518
O 3.210 -1.222 0.187

Max |F|: 4.3 eV/Å
Total energy: -10538.192 eV
Lowest unoccupied orbital energy: -3.0361 eV